{
  "formula": "C17H19AuN5O6S3",
  "method": "ωB97M-V/def2-TZVPD",
  "species": ["Au", "C", "C", "N", "N", "C", "S", "N", "N", "H", "H", "H", "H", "H", "H", "O", "S", "O", "O", "C", "C", "C", "C", "C", "C", "S", "O", "O", "O", "H", "H", "H", "H", "C", "C", "C", "C", "C", "C", "C", "C", "N", "H", "H", "H", "H", "H", "H", "H", "H", "H"],
  "coordinates": [[-0.47959, -0.47579, -0.74312], [5.56034, -0.55224, -1.03784], [4.54781, 0.35144, -1.62650], [4.67983, 1.03281, -2.72391], [3.49587, 1.70089, -2.84468], [2.62793, 1.45046, -1.84558], [1.11436, 2.08272, -1.57975], [3.32185, 0.55408, -1.06712], [2.93887, 0.03464, 0.16452], [6.53250, -0.32021, -1.46316], [5.31954, -1.59492, -1.24817], [5.57853, -0.42838, 0.04342], [3.33385, 2.33605, -3.60410], [2.32842, -0.76152, -0.00991], [2.32637, 0.70561, 0.64112], [-1.04565, 0.50431, 3.23097], [-0.21196, 1.12650, 2.24076], [0.90979, 1.88884, 2.74958], [0.31161, 0.17405, 1.21501], [-1.23742, 2.33534, 1.36332], [-0.78431, 3.64774, 1.46755], [-1.49266, 4.70882, 0.93432], [-2.69097, 4.46986, 0.28104], [-3.14039, 3.16786, 0.15803], [-2.42794, 2.09561, 0.68465], [-3.16123, 0.51525, 0.21957], [-2.95083, 0.49900, -1.23243], [-4.54837, 0.58924, 0.61085], [-2.37905, -0.54889, 0.85824], [0.14499, 3.81714, 1.99089], [-1.10852, 5.71575, 1.03355], [-3.26821, 5.28444, -0.13797], [-4.06389, 2.95614, -0.36315], [0.47861, -0.00536, -4.73511], [-0.83990, -0.70920, -4.70549], [-1.69611, -0.72077, -5.78762], [-2.91953, -1.37617, -5.71829], [-3.31127, -2.03641, -4.55973], [-2.50575, -2.05468, -3.43616], [-2.92656, -2.74991, -2.18765], [-1.25399, -1.37046, -3.51837], [-0.41099, -1.37065, -2.49453], [0.65677, 0.42986, -5.71826], [1.29312, -0.69597, -4.50540], [0.52296, 0.78634, -3.98109], [-1.40477, -0.20729, -6.69585], [-3.57365, -1.37636, -6.58078], [-4.26749, -2.54206, -4.52263], [-3.84218, -3.31466, -2.36046], [-3.11078, -2.02164, -1.40028], [-2.15559, -3.43209, -1.82700]],
  "forces_ev_per_angstrom": [[0.52, -0.33, 0.26], [0.07, -0.01, 0.02], [0.26, 0.02, -0.22], [0.27, -0.14, 0.03], [-0.15, -0.11, 0.19], [-0.16, -0.05, 0.09], [-0.09, 0.13, -0.04], [-0.21, 0.36, -0.09], [-0.19, -0.15, 0.07], [0.03, -0.02, -0.02], [-0.02, 0.00, 0.01], [0.01, 0.01, 0.00], [-0.02, 0.01, 0.01], [-0.03, 0.04, 0.04], [0.12, 0.03, -0.09], [-0.02, 0.07, -0.03], [-0.07, -0.06, 0.16], [0.11, 0.12, 0.03], [-0.13, -0.14, -0.45], [0.17, -0.06, 0.13], [0.13, 0.13, 0.09], [-0.02, -0.03, -0.01], [-0.01, -0.10, 0.00], [-0.10, 0.17, -0.05], [-0.16, -0.14, -0.12], [0.03, -0.05, 0.06], [-0.04, 0.07, -0.24], [0.02, -0.03, 0.11], [-0.17, 0.02, -0.08], [0.01, -0.01, 0.00], [0.01, 0.02, 0.01], [0.00, 0.01, -0.01], [-0.02, -0.01, -0.01], [0.11, 0.05, -0.01], [-0.16, 0.07, -0.29], [0.12, 0.06, 0.03], [-0.10, -0.03, -0.11], [0.08, 0.01, 0.10], [-0.05, 0.10, -0.33], [0.01, -0.07, 0.08], [0.10, -0.18, 0.10], [-0.21, 0.19, 0.52], [0.01, 0.01, -0.01], [0.02, -0.02, -0.01], [-0.06, -0.03, -0.02], [-0.01, 0.00, -0.02], [-0.02, 0.01, 0.00], [-0.03, -0.01, -0.01], [0.01, 0.00, 0.01], [0.00, 0.09, 0.12], [0.03, 0.00, 0.01]],
  "nbo_charge": [0.957, -0.658, 0.365, -0.293, -0.388, 0.207, -0.257, -0.233, -0.637, 0.234, 0.231, 0.250, 0.420, 0.373, 0.427, -0.956, 2.432, -1.010, -1.105, -0.358, -0.188, -0.222, -0.219, -0.208, -0.224, 2.390, -1.045, -0.983, -1.016, 0.248, 0.203, 0.203, 0.232, -0.656, 0.015, -0.231, -0.174, -0.224, 0.033, -0.654, 0.113, -0.402, 0.206, 0.222, 0.256, 0.204, 0.205, 0.209, 0.209, 0.274, 0.222],
  "gap_ev": [7.9, 6.2],
  "e_homo_ha": [-0.1975, -0.2050],
  "total_charge": -1,
  "lumo_energy_ev": [2.50, 0.59],
  "spin_multiplicity": 3
}

---

{
  "formula": "C17H19BrN5O4S",
  "method": "ωB97M-V/def2-TZVPD",
  "species": ["N", "C", "C", "C", "C", "N", "S", "C", "Br", "N", "H", "H", "H", "H", "H", "H", "H", "H", "H", "C", "C", "C", "C", "C", "C", "N", "O", "O", "H", "H", "H", "H", "H", "C", "C", "C", "C", "C", "C", "N", "O", "O", "H", "H", "H", "H", "H"],
  "coordinates": [[8.49807, 0.19980, 0.71720], [7.46209, 1.13499, 1.28492], [6.47286, 1.67145, 0.14356], [5.10202, 0.92690, 0.38097], [3.92597, 1.47852, 1.00147], [3.05375, 0.34769, 0.97633], [1.46366, 0.50057, 1.65693], [3.65068, -0.72991, 0.41004], [2.91508, -2.49597, 0.18220], [4.93824, -0.42573, 0.00967], [9.08594, -0.02430, 1.53455], [7.97918, -0.67102, 0.55550], [7.90798, 1.96461, 1.88730], [6.86072, 0.50391, 2.01132], [6.86763, 1.49530, -0.88864], [6.23845, 2.76006, 0.25114], [3.78883, 2.50077, 1.40472], [0.65822, 0.51540, 0.52339], [5.64377, -1.01822, -0.42852], [-3.27688, -1.58358, -3.56407], [-2.03686, -1.51165, -4.18896], [-1.07017, -0.63635, -3.71580], [-1.35535, 0.15931, -2.61253], [-2.59514, 0.09956, -1.98615], [-3.55802, -0.77661, -2.46722], [-0.32897, 1.06582, -2.09497], [0.74079, 1.10836, -2.67685], [-0.59849, 1.72925, -1.10124], [-4.02824, -2.27272, -3.93298], [-1.82364, -2.14146, -5.04427], [-0.10797, -0.58800, -4.20960], [-2.82235, 0.72190, -1.12934], [-4.52914, -0.83526, -1.98539], [-5.18226, 0.91301, 3.32182], [-4.83924, -0.41362, 3.55603], [-4.97706, -1.35582, 2.54633], [-5.45533, -0.95648, 1.30497], [-5.80765, 0.36542, 1.06400], [-5.66962, 1.30149, 2.07955], [-5.57892, -1.94366, 0.22834], [-5.27948, -3.09569, 0.47726], [-5.97160, -1.55139, -0.86043], [-5.06846, 1.64775, 4.11108], [-4.46134, -0.71243, 4.52644], [-4.70736, -2.38648, 2.73881], [-6.18566, 0.67876, 0.09885], [-5.93873, 2.33576, 1.90226]],
  "forces_ev_per_angstrom": [[-0.70, 0.54, 1.05], [-0.55, -0.65, -0.01], [-1.05, -0.75, 1.11], [0.45, 2.43, 0.07], [3.26, -3.45, -2.33], [0.29, 0.52, -0.45], [-0.59, -0.51, -0.32], [0.47, -0.96, -0.35], [0.51, 1.82, 0.28], [-2.92, 2.31, 1.92], [0.00, 0.00, -0.71], [0.51, 0.18, -0.11], [-0.14, -0.66, -0.85], [0.29, 1.13, -0.53], [-0.26, 0.03, 0.94], [0.39, -0.92, -0.07], [-0.41, -1.19, -0.34], [0.96, 0.12, 0.47], [-0.59, 0.12, 0.15], [0.04, 0.00, -0.01], [-0.09, 0.05, 0.14], [0.20, -0.05, -0.14], [-0.42, -0.33, -0.18], [-0.07, 0.05, 0.15], [0.08, 0.04, -0.10], [0.03, 0.07, -0.19], [-0.16, 0.00, 0.31], [0.23, -0.25, -0.05], [0.04, 0.06, 0.04], [0.02, 0.08, 0.05], [-0.04, 0.13, 0.15], [0.16, 0.03, -0.09], [0.32, 0.09, -0.21], [0.01, 0.01, 0.01], [-0.05, 0.12, -0.14], [0.09, -0.18, 0.11], [0.06, 0.44, 0.43], [-0.05, 0.13, -0.17], [0.08, -0.13, 0.09], [-0.09, -0.33, -0.10], [-0.04, 0.33, -0.10], [-0.15, -0.17, 0.43], [-0.03, -0.06, -0.05], [-0.05, -0.02, -0.08], [-0.08, 0.04, -0.20], [0.03, -0.20, 0.03], [-0.01, -0.09, -0.03]],
  "nbo_charge": [-0.805, -0.221, -0.458, 0.195, -0.082, -0.476, 0.259, 0.352, 0.213, -0.520, 0.369, 0.328, 0.224, 0.168, 0.255, 0.248, 0.291, 0.179, 0.471, -0.160, -0.207, -0.209, 0.063, -0.214, -0.206, 0.518, -0.378, -0.411, 0.232, 0.229, 0.246, 0.244, 0.251, -0.173, -0.210, -0.208, 0.077, -0.212, -0.208, 0.519, -0.357, -0.396, 0.225, 0.227, 0.250, 0.250, 0.229],
  "gap_ev": 8.6,
  "e_homo_ha": -0.4406,
  "total_charge": 1,
  "lumo_energy_ev": -3.37
}

---

Per-record ΔE to the lowest compared entry with this formula, charge and spin, eV: 0.0000; 0.0000
Per-record molecular weight, g mol⁻¹: 682.5; 469.3